The following is a DFT calculation (ωB97M-V/def2-TZVPD) of a cluster of 2 separate species, C23H19N2O in total.

Geometry as XYZ:
```
45
C23H19N2O (ωB97M-V/def2-TZVPD)
C 5.5762 -0.6295 0.4618
O 5.0003 0.4969 1.0859
C 3.6619 0.3580 1.3841
C 3.0032 1.4241 2.0319
C 1.6775 1.3555 2.3563
C 0.9094 0.2167 2.0366
C -0.5343 0.1600 2.1493
C -1.2924 -1.0619 1.9656
C -2.5282 -0.7536 1.3536
C -3.3703 -1.7702 0.9117
C -3.0013 -3.0810 1.1251
C -1.8195 -3.3921 1.7955
C -0.9660 -2.4028 2.2231
C -2.6270 0.6889 1.2683
C -1.4473 1.2428 1.8246
C -1.3089 2.6378 1.8692
C -2.3006 3.4297 1.3387
C -3.4300 2.8701 0.7440
C -3.6045 1.5046 0.7066
C 1.5769 -0.8484 1.3953
C 2.9019 -0.7875 1.0803
H 6.6341 -0.4352 0.2807
H 5.4854 -1.5005 1.1125
H 5.0858 -0.8196 -0.4941
H 3.5783 2.3038 2.2586
H 1.2139 2.1710 2.8782
H -4.2707 -1.5320 0.3739
H -3.6250 -3.8815 0.7641
H -1.5610 -4.4241 1.9672
H -0.0738 -2.6413 2.7780
H -0.4505 3.0803 2.3402
H -2.1992 4.5018 1.3786
H -4.1729 3.5183 0.3108
H -4.4622 1.0685 0.2250
H 0.9934 -1.6892 1.0690
H 3.3675 -1.6094 0.5673
N -0.6050 -0.1711 5.6617
C -1.0925 -1.1350 6.4087
N -0.9433 -0.8593 7.7488
C -0.3248 0.3535 7.8116
C -0.1272 0.7571 6.5108
H -1.5521 -2.0249 6.0001
H -1.2381 -1.4397 8.5398
H -0.0483 0.8897 8.7066
H 0.3381 1.6803 6.1938
```

Values from the calculation:
net charge: +1
orbital gap: 5.532 eV
energy above the lowest of the compared OMol25 structures with the same formula, charge and spin: 8.2 kcal/mol
E_tot: -29179.95697 eV

Atom charges from the Löwdin analysis, given in e for atoms 1 to 6:
1 C -0.07
2 O -0.04
3 C -0.20
4 C 0.04
5 C 0.01
6 C -0.12

The following is a DFT calculation (ωB97M-V/def2-TZVPD) of a cluster of 2 separate species, C23H19N2O in total.

Geometry as XYZ:
```
45
C23H19N2O (ωB97M-V/def2-TZVPD)
C -1.6734 5.6169 -1.7648
O -2.3002 4.3066 -1.9503
C -1.6588 3.1986 -1.4802
C -2.2888 1.9355 -1.6489
C -1.6877 0.7867 -1.1890
C -0.4391 0.8046 -0.5191
C 0.2950 -0.4063 -0.2348
C 1.5115 -0.3871 0.5648
C 2.4229 -1.3489 0.0185
C 3.7497 -1.4085 0.4448
C 4.1630 -0.5283 1.4549
C 3.2641 0.3970 2.0108
C 1.9561 0.5097 1.5377
C 1.7263 -2.0833 -1.0317
C 0.3834 -1.5691 -1.1330
C -0.4227 -2.0454 -2.1731
C 0.0449 -3.0893 -2.9783
C 1.3509 -3.5921 -2.8614
C 2.2102 -3.0678 -1.8892
C 0.1841 2.0806 -0.3856
C -0.3984 3.2492 -0.8385
H -2.4054 6.2907 -2.2137
H -1.5282 5.8517 -0.7013
H -0.7100 5.6855 -2.2885
H -3.2616 1.9164 -2.1326
H -2.1947 -0.1620 -1.3019
H 4.4275 -2.1376 -0.0040
H 5.1939 -0.5598 1.8129
H 3.5833 1.0403 2.8244
H 1.2587 1.2501 1.9201
H -1.4133 -1.6329 -2.3210
H -0.6219 -3.5297 -3.7127
H 1.6973 -4.3840 -3.5308
H 3.2363 -3.4196 -1.7790
H 1.1627 2.1865 0.0648
H 0.0881 4.2203 -0.7025
N -1.4772 -1.3322 2.2803
C -1.1185 -1.5003 3.5535
N -2.2002 -1.9382 4.2822
C -3.2869 -2.0490 3.4333
C -2.8280 -1.6659 2.1853
H -0.1607 -1.3493 4.0551
H -2.1905 -2.1424 5.2766
H -4.2438 -2.3750 3.7722
H -3.3998 -1.6228 1.2736
```

Values from the calculation:
net charge: +1
orbital gap: 5.896 eV
energy above the lowest of the compared OMol25 structures with the same formula, charge and spin: 10.1 kcal/mol
E_tot: -29179.87300 eV

Atom charges from the Löwdin analysis, given in e for atoms 1 to 6:
1 C -0.03
2 O -0.05
3 C -0.22
4 C 0.04
5 C 0.00
6 C -0.13

The following is a DFT calculation (ωB97M-V/def2-TZVPD) of a structure of composition C23H19N6O4SW.

Geometry as XYZ:
```
54
C23H19N6O4SW (ωB97M-V/def2-TZVPD)
W 0.1394 -0.1332 0.4540
O 1.1642 1.3907 -3.4141
C 1.0601 1.0785 -2.1617
O 0.2182 0.2828 -1.7093
C 1.9981 1.6927 -1.2202
C 2.9892 2.6237 -1.4871
C 3.7522 3.0928 -0.4229
C 3.4891 2.6304 0.8632
C 2.4767 1.7020 1.0342
N 1.7561 1.2349 0.0167
C 2.0186 1.1256 2.3367
O 2.5245 1.2672 3.3918
O 0.8773 0.3760 2.1323
H 0.4815 0.9702 -3.9670
H 3.1493 2.9768 -2.4972
H 4.5345 3.8204 -0.5938
H 4.0438 2.9769 1.7262
C -0.5493 -3.1494 3.7227
C -1.3843 -4.0693 3.1130
C -1.9153 -3.7608 1.8691
C -1.5851 -2.5583 1.2760
N -0.7293 -1.6728 1.8534
C -0.2304 -1.9775 3.0594
C -2.2394 -2.0252 0.0755
C -3.3572 -2.5463 -0.5545
C -4.0421 -1.7512 -1.4608
C -3.6795 -0.4178 -1.6170
C -2.5530 0.0406 -0.9622
N -1.7791 -0.8050 -0.2520
C -2.1949 1.4506 -0.7361
C -2.9089 2.5306 -1.2254
C -2.6010 3.8040 -0.7734
C -1.5864 3.9625 0.1612
C -0.8857 2.8498 0.5778
N -1.1752 1.6121 0.1409
H -0.1354 -3.3268 4.7051
H -1.6337 -5.0025 3.5996
H -2.5940 -4.4434 1.3780
H 0.4373 -1.2557 3.5037
H -3.7205 -3.5334 -0.3086
H -4.9142 -2.1381 -1.9708
H -4.2985 0.2519 -2.1960
H -3.7151 2.3805 -1.9290
H -3.1586 4.6594 -1.1308
H -1.3401 4.9336 0.5668
H -0.0877 2.9361 1.3032
N 3.8179 -1.7671 -0.4840
C 2.6579 -1.9657 -1.0749
N 2.5655 -2.0725 -2.3879
S 1.2074 -2.1882 -0.0875
H 4.6949 -1.7958 -0.9894
H 3.8696 -1.7989 0.5233
H 3.3840 -2.1364 -2.9807
H 1.6866 -2.3622 -2.7894
```

Values from the calculation:
net charge: +3
orbital gap: 6.712 eV
energy above the lowest of the compared OMol25 structures with the same formula, charge and spin: 0.0 kcal/mol
E_tot: -53930.77856 eV

Atom charges from the Löwdin analysis, given in e for atoms 1 to 6:
1 W 1.53
2 O 0.24
3 C -0.41
4 O -0.06
5 C -0.15
6 C 0.08

The following is a DFT calculation (ωB97M-V/def2-TZVPD) of a structure of composition C23H20BF6N6O6S.

Geometry as XYZ:
```
63
C23H20BF6N6O6S (ωB97M-V/def2-TZVPD)
C 5.0275 -0.0018 -4.8901
C 4.0027 0.1201 -3.8277
C 3.0390 1.1180 -3.6982
C 2.1397 0.9073 -2.6332
C 2.3358 -0.3251 -2.0207
B 2.3527 -0.1262 1.1062
C 1.3799 -1.1352 -1.3816
C 1.5813 -2.5164 -1.1993
C 0.6301 -3.3077 -1.7925
C 0.9494 -4.7576 -2.0103
F -0.0070 -5.4021 -2.7330
F 2.1324 -4.8743 -2.6934
F 1.1121 -5.4363 -0.8307
C -0.5928 -2.7543 -2.2084
C -0.8636 -1.4151 -1.9000
C -2.1430 -0.7593 -2.3309
F -2.3775 0.4089 -1.6561
F -2.0731 -0.4413 -3.6678
F -3.2424 -1.5534 -2.1674
C 0.0704 -0.6295 -1.2571
O 3.5149 -0.8145 0.9432
C 4.7521 -0.0789 0.6896
C 4.5960 1.4819 0.6312
C 5.4160 2.0404 1.7741
C 5.1067 1.9998 -0.7064
C 3.1522 2.0412 0.8607
O 2.1155 1.1226 0.5174
S 3.8193 -1.0834 -2.5881
H 4.9128 0.7578 -5.6686
H 6.0240 0.1085 -4.4483
H 4.9677 -0.9908 -5.3596
H 2.9654 1.9248 -4.4325
H 1.2654 1.5336 -2.4023
H 2.4836 -2.9258 -0.7259
H -1.3248 -3.3543 -2.7424
H -0.1062 0.3672 -0.8940
H 5.4261 -0.4089 1.5108
H 5.1533 -0.4964 -0.2524
H 5.3319 3.1342 1.7933
H 4.9964 1.6323 2.7045
H 6.4685 1.7427 1.6854
H 5.1363 3.1004 -0.6969
H 6.1192 1.6212 -0.8979
H 4.4499 1.6736 -1.5218
H 2.9742 2.3093 1.9254
H 2.9680 2.9168 0.2272
O 2.7960 -3.8012 5.3211
N 2.2520 -4.0583 4.2379
O 1.9071 -5.2168 3.8972
C 1.8969 -3.0210 3.2816
C 0.9643 -3.2250 2.2748
C 0.4503 -2.1598 1.5621
N -0.9086 -2.2407 1.1674
O -1.4485 -3.3662 1.0515
O -1.4922 -1.1453 0.9464
C 1.0010 -0.7707 1.5946
N 1.7255 -0.6435 2.8749
N 2.4686 0.4766 3.1723
N 3.4809 0.0681 3.9100
N 3.4079 -1.2366 4.1676
C 2.3592 -1.7036 3.4998
H 0.5257 -4.2204 2.1416
H 0.2259 -0.0153 1.5432
```

Values from the calculation:
net charge: -1
orbital gap: 6.268 eV
energy above the lowest of the compared OMol25 structures with the same formula, charge and spin: 0.0 kcal/mol
E_tot: -73213.47558 eV

Atom charges from the Löwdin analysis, given in e for atoms 1 to 6:
1 C -0.12
2 C -0.58
3 C -0.13
4 C -0.08
5 C -0.43
6 B -0.82

Number 2 is which compound?
C23H19N2O